# 1
The following is a quantum chemistry calculation of a molecular structure, C42H32ClN4O5PTa at a distorted geometry, from the OMol25 dataset.

The frontier orbital gap is 3.7 eV. Its charge is +3.

Last column: Mulliken charge in e.
CARTESIAN COORDINATES (ANGSTROEM)
Ta 10.581 13.719 13.943  1.445
C 13.649 12.231 14.576  -1.104
C 13.637 12.887 13.273  1.022
C 14.616 12.634 12.303  -0.927
C 14.734 13.471 11.198  -0.545
C 13.683 14.343 10.895  -0.745
C 12.577 14.398 11.725  0.670
N 12.624 13.759 12.979  -0.350
C 11.248 14.785 11.268  0.918
C 10.791 14.832 9.955  -0.421
C 9.427 14.871 9.647  -1.030
C 8.490 14.778 10.717  -0.952
C 8.961 14.976 12.049  1.025
N 10.296 14.957 12.269  -0.197
C 8.136 15.119 13.203  0.713
C 6.735 15.167 13.298  -0.797
C 6.194 15.626 14.475  -0.612
C 6.972 15.941 15.576  -0.691
C 8.381 15.748 15.544  1.149
C 9.085 16.220 16.766  -1.974
N 8.970 15.293 14.378  -0.020
H 14.665 11.808 14.824  0.522
H 12.888 11.419 14.557  0.165
H 13.323 12.939 15.377  0.248
H 15.275 11.819 12.554  0.453
H 15.546 13.375 10.465  0.486
H 13.733 15.031 10.032  0.586
H 11.522 14.800 9.111  0.275
H 9.090 14.824 8.634  0.557
H 7.447 14.891 10.512  0.511
H 6.189 14.948 12.360  0.434
H 5.093 15.792 14.564  0.459
H 6.612 16.422 16.475  0.528
H 8.704 17.196 17.016  0.650
H 10.159 16.182 16.739  0.258
H 8.808 15.539 17.597  0.434
O 8.133 9.795 17.941  -0.478
C 8.951 10.433 17.030  0.211
C 8.827 10.168 15.625  -0.955
C 9.354 11.114 14.750  -0.137
N 10.067 12.176 15.195  0.438
C 10.138 12.465 16.512  0.648
C 9.637 11.600 17.456  -1.002
C 10.771 13.762 16.893  0.360
O 10.817 14.286 17.960  -0.441
O 11.175 14.411 15.706  -0.808
C 9.165 11.192 13.199  1.706
O 7.696 11.242 13.036  -0.417
O 9.770 12.300 12.695  -0.328
H 8.253 8.791 17.920  0.418
H 8.159 9.390 15.233  0.365
H 9.652 11.796 18.540  0.595
Cl 13.680 8.679 12.575  -0.214
C 13.091 7.715 11.249  0.682
C 13.772 6.501 11.029  -0.648
C 13.304 5.640 10.008  -0.409
C 12.234 5.980 9.257  -0.819
C 11.610 7.214 9.407  -0.035
C 11.966 8.103 10.437  -0.264
P 11.365 9.819 10.683  0.768
C 9.634 9.670 11.015  -0.342
C 8.770 9.293 10.086  0.230
C 7.390 8.975 10.401  -1.087
C 6.812 9.393 11.535  -1.231
C 7.656 9.757 12.659  0.353
C 9.189 9.777 12.429  -0.246
C 11.533 10.432 8.999  0.640
C 12.820 10.276 8.394  -1.087
C 12.982 10.565 7.050  -0.562
C 11.876 10.781 6.230  -0.689
C 10.681 11.134 6.815  -0.720
C 10.501 10.968 8.202  -0.328
H 14.591 6.237 11.679  0.472
H 13.830 4.692 9.852  0.398
H 11.946 5.373 8.409  0.398
H 10.849 7.531 8.654  0.249
H 9.024 9.169 9.060  0.452
H 6.909 8.508 9.580  0.527
H 5.722 9.458 11.616  0.480
H 7.250 9.271 13.619  0.001
H 9.747 9.020 13.094  0.315
H 13.586 9.961 9.053  0.560
H 13.969 10.595 6.638  0.472
H 11.950 10.778 5.161  0.447
H 9.877 11.410 6.207  0.524
H 9.712 11.530 8.727  0.393

# 2
The following is a quantum chemistry calculation of a molecular structure, C10H21As2F15O7V at a distorted geometry, from the OMol25 dataset.

The frontier orbital gap (spin up / spin down) is 9.5 / 4.3 eV. As for the spin multiplicity: 3. As for the expectation value of S²: 2.0343. Its charge is -1.

Last column: Mulliken charge in e.
CARTESIAN COORDINATES (ANGSTROEM)
O 0.732 -0.798 -0.672  -0.172
V 0.417 0.681 -0.854  1.054
As 2.870 -2.867 -2.638  1.991
F 2.460 -4.641 -2.585  -0.529
F 3.034 -3.117 -4.353  -0.482
F 3.507 -1.095 -2.904  -0.552
F 2.715 -2.692 -0.896  -0.453
F 4.609 -3.335 -2.377  -0.534
F 1.134 -2.345 -2.825  -0.506
As 4.347 0.926 0.408  1.996
F 4.082 0.775 2.158  -0.505
F 4.351 -0.889 0.298  -0.487
F 4.439 1.047 -1.353  -0.453
F 4.393 2.750 0.443  -0.532
F 6.040 0.846 0.727  -0.488
F 2.587 0.914 0.100  -0.019
O 1.510 1.210 -2.506  -0.566
H 1.140 2.026 -2.897  0.146
C -2.779 0.137 -1.177  0.375
O -2.042 -0.988 -0.752  0.051
O -1.770 1.112 -1.040  -0.573
C -3.526 -0.003 -2.530  0.672
F -4.790 -0.538 -2.357  -0.282
F -3.780 1.100 -3.180  -0.254
F -2.931 -0.901 -3.452  -0.242
C -2.802 -2.128 -0.426  -0.403
C -1.953 -3.213 0.178  -1.183
H -1.010 -3.432 -0.324  0.305
H -1.598 -2.905 1.162  0.104
H -2.413 -4.179 0.387  0.419
H -3.153 -2.607 -1.340  0.368
H -3.578 -1.875 0.296  0.279
H -3.567 0.239 -0.431  0.201
C -3.358 -0.498 2.833  -0.990
O -2.046 -0.598 2.304  0.039
C -0.931 -0.371 3.200  -0.624
C 0.387 -0.357 2.320  -0.541
O 0.140 0.715 1.401  0.208
C 0.630 1.938 2.010  -0.894
C 0.257 3.104 0.989  -0.850
O 0.714 2.832 -0.315  -0.011
C 0.379 3.903 -1.116  -0.902
H -3.976 -0.600 1.941  0.224
H -3.672 0.459 3.250  0.341
H -3.589 -1.275 3.561  0.330
H -0.733 -1.282 3.765  0.408
H -1.163 0.500 3.813  0.387
H 0.438 -1.215 1.650  0.189
H 1.288 -0.196 2.912  0.345
H 1.695 1.871 2.232  0.315
H 0.167 2.176 2.967  0.498
H 0.636 4.091 1.251  0.513
H -0.828 3.122 0.885  0.395
H -0.678 3.873 -1.380  0.273
H 0.964 3.690 -2.010  0.296
H 0.603 4.904 -0.747  0.308

# 3
The following is a quantum chemistry calculation of C4H12N2 in the gas phase, from the OMol25 dataset.

The frontier orbital gap is 9.6 eV. Its SMILES is CC[C@H](N)CN. Its charge is 0.

Last column: Mulliken charge in e.
CARTESIAN COORDINATES (ANGSTROEM)
C 1.953 -1.351 -0.330  -1.178
C 0.732 -0.884 0.474  -0.542
C -0.116 0.171 -0.240  0.191
N 0.418 1.529 -0.053  -0.773
C -1.580 0.145 0.193  -0.658
N -2.282 1.342 -0.164  -0.411
H 2.692 -1.842 0.296  0.355
H 1.577 -2.055 -1.077  0.330
H 2.394 -0.558 -0.931  0.310
H 1.020 -0.535 1.468  0.331
H 0.108 -1.769 0.653  0.304
H -0.058 -0.097 -1.285  0.272
H 0.345 1.703 0.953  0.282
H 1.421 1.489 -0.214  0.270
H -2.124 -0.692 -0.248  0.349
H -1.547 -0.083 1.275  0.200
H -1.791 2.212 -0.138  0.194
H -3.161 1.274 -0.632  0.174